No. 1
{
  "formula": "C3H6ClN2O4S",
  "method": "wB97M-V/def2-TZVPD",
  "total_charge": -1,
  "energy_ha": -1386.72387,
  "homo_lumo_gap_ev": 7.8,
  "e_above_lowest_kcal_mol": 41.51,
  "homo_ev": -4.63,
  "mol_weight_da": 201.61,
  "species": ["C", "C", "C", "N", "N", "O", "O", "O", "O", "S", "Cl", "H", "H", "H", "H", "H", "H"],
  "positions_angstrom": [[0.7669, -0.5356, 0.1469], [-0.0254, -0.5125, -1.1547], [0.2279, 1.7181, 0.3596], [0.3191, 0.4787, 1.0318], [-0.5452, 0.8661, -1.4452], [-2.5233, 1.6459, 1.0780], [-4.0523, 0.4467, -0.4736], [-2.2779, -0.7024, 0.7324], [-1.9554, 0.9370, -1.2606], [-2.7662, 0.5412, 0.1440], [1.7000, 2.4316, -0.0444], [0.5152, -1.5015, 0.6520], [1.8067, -0.3156, -0.1766], [0.6938, -0.7352, -1.9255], [-0.7632, -1.2533, -1.0582], [-0.5733, 2.2521, 0.6612], [-0.5528, 0.1381, 1.3674]]
}

No. 2
{
  "formula": "C3H6ClN3",
  "method": "wB97M-V/def2-TZVPD",
  "energy_ha": -742.25241,
  "homo_lumo_gap_ev": 10.4,
  "e_above_lowest_kcal_mol": 69.52,
  "homo_ev": -9.46,
  "mol_weight_da": 119.55,
  "species": ["C", "C", "C", "N", "N", "N", "Cl", "H", "H", "H", "H", "H", "H"],
  "positions_angstrom": [[0.6014, 0.4335, -0.3570], [-1.0641, -0.7412, -0.3371], [1.7962, -0.1724, 0.4292], [0.0359, 1.5908, 0.1368], [-1.0940, 1.4776, 0.5943], [-1.6456, 0.2394, 0.3934], [-1.8681, -0.8766, -1.9168], [0.7057, 0.5373, -1.5472], [-0.9584, -1.7734, 0.0246], [1.3715, -0.4138, 1.3655], [2.5878, 0.5773, 0.4708], [2.2019, -1.0436, 0.0003], [-2.6703, 0.1652, 0.7430]]
}

No. 3
{
  "formula": "C3H6ClNO",
  "method": "wB97M-V/def2-TZVPD",
  "energy_ha": -707.98882,
  "homo_lumo_gap_ev": 10.4,
  "e_above_lowest_kcal_mol": 78.62,
  "homo_ev": -9.83,
  "mol_weight_da": 107.54,
  "species": ["C", "C", "C", "H", "H", "H", "H", "H", "H", "N", "O", "Cl"],
  "positions_angstrom": [[-1.2885, 0.8014, -0.0913], [0.1147, -1.3335, 0.0395], [1.2747, 0.8398, 0.0493], [-1.3169, 2.0467, 0.3977], [-1.6453, 0.8009, -1.3337], [-1.7828, -0.0203, 0.7576], [-0.0606, -1.6505, 1.1812], [-0.8588, -1.8945, -0.4432], [1.1717, -1.7357, -0.3297], [0.0657, 0.1068, -0.1941], [1.4120, 2.0816, 0.0474], [2.9141, -0.0428, -0.0804]]
}

No. 4
{
  "formula": "C3H6ClNO",
  "method": "wB97M-V/def2-TZVPD",
  "energy_ha": -708.02655,
  "homo_lumo_gap_ev": 10.9,
  "e_above_lowest_kcal_mol": 54.94,
  "homo_ev": -10.02,
  "mol_weight_da": 107.54,
  "species": ["C", "C", "C", "N", "O", "Cl", "H", "H", "H", "H", "H", "H"],
  "positions_angstrom": [[1.0648, -0.4088, -0.1914], [-0.7381, 1.0915, 0.5131], [-0.3656, 0.0790, -0.5341], [1.0786, -1.5172, 0.3563], [-1.1627, -0.9232, -0.8964], [2.4034, 0.5314, -0.6917], [-0.3991, 0.6948, 1.5326], [-0.5569, 2.1468, 0.4124], [-1.7888, 0.9938, 0.4796], [-0.1036, 0.8181, -1.6621], [1.7844, -1.9254, 0.9140], [-1.2164, -1.5809, -0.2323]]
}

No. 5
{
  "formula": "C3H6ClNO",
  "method": "wB97M-V/def2-TZVPD",
  "energy_ha": -708.11410,
  "homo_lumo_gap_ev": 10.8,
  "e_above_lowest_kcal_mol": 0.00,
  "homo_ev": -10.05,
  "smiles": "NC(=O)CCCl",
  "mol_weight_da": 107.54,
  "species": ["N", "C", "O", "C", "C", "Cl", "H", "H", "H", "H", "H", "H"],
  "positions_angstrom": [[1.2634, 1.4439, 0.0073], [1.1012, 0.1339, -0.3532], [1.8445, -0.5098, -1.0824], [-0.0166, -0.5078, 0.5110], [-1.3319, -0.8423, -0.1867], [-2.2824, 0.6272, -0.5799], [0.5158, 1.8662, 0.6206], [1.8551, 2.0909, -0.5199], [-0.3133, 0.0763, 1.4121], [0.3907, -1.4860, 0.7447], [-1.8448, -1.4762, 0.5381], [-1.1816, -1.4162, -1.1116]]
}

No. 6
{
  "formula": "C3H6ClNO2",
  "method": "wB97M-V/def2-TZVPD",
  "energy_ha": -783.14577,
  "homo_lumo_gap_ev": [7.7, 7.7],
  "e_above_lowest_kcal_mol": 130.02,
  "homo_ev": [-10.53, -10.53],
  "mol_weight_da": 123.54,
  "species": ["C", "C", "C", "N", "O", "O", "Cl", "H", "H", "H", "H", "H", "H"],
  "positions_angstrom": [[-0.0072, -0.1754, -1.2713], [-0.0844, -0.1187, 1.3380], [-0.7704, -0.2526, 0.0357], [-1.8657, -1.1523, 0.0235], [-2.1972, -1.5667, 1.0773], [-2.3002, -1.6271, -1.0331], [-2.5881, 1.5933, -0.0619], [1.0136, 0.2343, -1.2180], [-0.5226, 0.4974, -1.9784], [0.2458, -1.1149, -1.7271], [0.6738, 0.6269, 1.4135], [0.3789, -0.9620, 1.8279], [-0.9910, 0.0660, 1.9382]]
}

No. 7
{
  "formula": "C3H6ClNO2S",
  "method": "wB97M-V/def2-TZVPD",
  "energy_ha": -1181.32089,
  "homo_lumo_gap_ev": [7.7, 7.7],
  "multiplicity": 3,
  "homo_ev": [-7.03, -10.69],
  "mol_weight_da": 155.61,
  "species": ["C", "C", "C", "N", "O", "O", "S", "Cl", "H", "H", "H", "H", "H", "H"],
  "positions_angstrom": [[0.5948, 1.2059, -0.8040], [-0.5578, 0.5407, -0.9147], [-0.6080, -0.9788, 1.0188], [-0.8618, -0.6602, -0.3389], [-3.3576, -1.4344, 0.6225], [-3.6725, -0.2876, -1.5326], [-2.9505, -0.4947, -0.3498], [-2.7346, 1.3785, 0.5416], [0.7073, 2.1193, -1.3718], [1.1809, 1.1418, 0.0858], [-1.3666, 0.9796, -1.4732], [-0.1988, -1.9873, 1.0523], [0.2158, -0.3461, 1.3950], [-1.4892, -1.0013, 1.5129]]
}

No. 8
{
  "formula": "C3H6ClOP",
  "method": "wB97M-V/def2-TZVPD",
  "energy_ha": -994.63602,
  "homo_lumo_gap_ev": [8.3, 8.3],
  "e_above_lowest_kcal_mol": 44.42,
  "homo_ev": [-8.95, -8.94],
  "mol_weight_da": 124.51,
  "species": ["C", "C", "C", "O", "P", "Cl", "H", "H", "H", "H", "H", "H"],
  "positions_angstrom": [[2.0454, -1.4757, -0.1713], [0.9767, -0.8744, -0.6636], [-1.9102, 1.1125, 0.4400], [-0.6850, -2.3035, 1.0457], [-0.6712, -1.2996, -0.0115], [-1.6523, -1.9691, -1.6461], [3.0421, -1.2676, -0.5268], [1.9422, -2.2175, 0.6067], [1.0064, -0.1202, -1.4338], [-1.3008, 1.7658, -0.1523], [-2.8903, 0.8900, 0.0639], [-1.8032, 1.1730, 1.5060]]
}